No. 1
DFT (ωB97M-V/def2-TZVPD) results for 7 unconnected molecules or ions with the total composition C27H64FNO22S7.

Its structure (SMILES) is C#CCCCN(OCCOCC)S(=O)(=O)F.CCOS(C)(=O)=O.CCOS(C)(=O)=O.CCOS(C)(=O)=O.CCOS(C)(=O)=O.CCOS(C)(=O)=O.CCOS(C)(=O)=O.

Geometry as XYZ:
```
122
Properties=species:S:1:pos:R:3:forces:R:3
C 0.16312 -3.13731 6.33194 -0.360 -0.899 1.078
C 0.37144 -2.53730 5.32849 -0.036 0.369 -1.172
C 0.62457 -1.80144 4.09090 0.428 0.255 0.497
C 0.36643 -0.29007 4.26508 0.115 -0.237 -0.517
C -1.08534 0.11521 3.97370 0.195 -0.552 0.009
N -1.93288 0.48837 5.11325 0.462 -0.042 0.074
O -2.26628 -0.61586 5.90954 -0.020 0.032 0.177
C -3.60426 -1.02724 5.62254 -0.371 0.054 -0.721
C -3.70440 -2.50577 5.94241 0.289 0.040 0.520
O -5.02341 -2.94587 6.15719 -0.011 0.100 -0.002
C -5.96602 -2.59103 5.15929 -0.237 -0.496 -0.307
C -5.58791 -2.99988 3.72539 -0.242 0.738 0.231
S -1.42861 1.75063 6.02253 -0.649 1.960 -0.514
O -0.61048 2.57187 5.19300 0.161 -0.546 0.004
O -2.52019 2.36603 6.69047 0.008 -0.753 0.335
F -0.51298 1.17507 7.13632 0.099 -0.508 0.020
H -0.07104 -3.74358 7.17870 0.119 0.217 -0.036
H 1.67905 -1.94682 3.84936 0.032 0.014 -0.110
H 0.05229 -2.21675 3.26244 -0.130 -0.007 -0.048
H 0.70915 0.00171 5.25276 -0.103 0.141 0.118
H 1.00337 0.23374 3.55456 0.020 0.093 -0.017
H -1.13172 0.90397 3.23219 -0.055 0.267 0.153
H -1.59272 -0.74329 3.53370 -0.200 0.019 -0.013
H -4.34430 -0.43413 6.15962 0.144 0.045 0.347
H -3.78992 -0.86518 4.55888 0.019 0.055 -0.065
H -3.16943 -2.67549 6.87765 -0.048 -0.076 0.064
H -3.18662 -3.09996 5.18547 -0.036 0.039 -0.183
H -6.87459 -3.12427 5.42868 0.009 -0.046 0.235
H -6.21974 -1.52983 5.20773 0.155 0.151 0.016
H -6.47190 -3.39751 3.23543 0.053 -0.261 -0.103
H -4.77641 -3.71815 3.70617 -0.028 -0.210 -0.047
H -5.30442 -2.11923 3.15059 0.265 -0.065 -0.114
C -0.89347 -4.41815 -2.53852 0.249 0.050 0.154
C -1.61525 -5.11673 -1.40709 -0.366 0.190 -0.466
O -0.73180 -5.50966 -0.32576 0.087 -0.031 0.076
S -0.21876 -4.38789 0.66356 0.010 -0.451 0.044
C 0.42898 -5.45577 1.90346 -0.005 -0.056 0.026
O -1.35051 -3.68104 1.19007 0.012 0.250 0.000
O 0.85979 -3.66552 0.06589 -0.016 0.223 0.041
H -0.50033 -3.45203 -2.22541 -0.036 0.017 0.000
H -1.57502 -4.24849 -3.37142 -0.038 -0.048 0.007
H -0.05495 -5.02010 -2.88816 -0.036 -0.015 -0.075
H -2.42390 -4.50505 -1.00410 0.086 0.017 0.137
H -2.05550 -6.04753 -1.75816 0.106 -0.112 0.147
H -0.38692 -6.02173 2.34354 -0.012 0.001 -0.009
H 0.90288 -4.82531 2.65322 -0.018 0.039 -0.012
H 1.16312 -6.11316 1.44622 0.011 0.009 -0.017
C -3.66048 -1.42265 -6.90487 0.125 -0.092 0.139
C -2.69265 -0.35799 -7.38142 -0.308 -0.164 -0.314
O -1.76756 0.05675 -6.35470 -0.009 0.004 0.092
S -0.56984 -0.92727 -5.99699 0.064 0.590 0.264
C 0.37303 0.19861 -5.03693 -0.148 0.040 0.066
O 0.13746 -1.23309 -7.20486 -0.155 -0.157 -0.106
O -1.05245 -1.97828 -5.15466 0.037 -0.233 -0.150
H -3.14794 -2.35815 -6.68626 0.010 0.003 -0.023
H -4.40774 -1.61425 -7.67526 -0.003 0.065 -0.025
H -4.16441 -1.10112 -5.99375 -0.041 0.034 -0.028
H -2.13469 -0.68760 -8.25940 0.101 -0.011 0.073
H -3.23096 0.54709 -7.65484 0.098 0.094 0.104
H 0.71787 1.00552 -5.67156 0.040 0.010 -0.029
H 1.21999 -0.35271 -4.63728 0.017 -0.038 -0.044
H -0.25069 0.56982 -4.22777 -0.020 -0.041 0.008
C -2.77482 4.91889 4.44684 -0.282 0.210 -0.279
C -1.69961 5.95289 4.20149 0.074 -0.212 0.469
O -1.76593 6.54549 2.88139 0.008 -0.027 -0.095
S -2.89737 7.61946 2.60413 0.278 -0.108 -0.158
C -2.25612 8.22526 1.08171 0.044 0.026 -0.043
O -2.82021 8.64149 3.60276 -0.133 0.043 0.109
O -4.13908 6.95628 2.35491 -0.134 0.059 0.051
H -3.76716 5.36900 4.46751 0.026 0.036 -0.004
H -2.60295 4.43207 5.39991 0.072 -0.046 0.094
H -2.76926 4.16780 3.65646 0.060 -0.048 0.045
H -1.72626 6.74495 4.95168 -0.055 0.089 -0.104
H -0.71716 5.48662 4.24786 0.036 0.052 -0.178
H -1.30046 8.70626 1.26842 0.007 -0.010 0.016
H -2.97710 8.94295 0.69731 -0.032 0.000 0.039
H -2.14972 7.39210 0.39282 -0.011 -0.017 0.007
C 1.81237 -3.81097 -7.19110 0.192 -0.215 0.238
C 1.46647 -5.12028 -7.86513 -0.180 0.480 -0.221
O 2.01032 -6.26830 -7.16862 0.040 -0.110 0.008
S 1.29123 -6.72627 -5.83299 0.294 -0.173 -0.194
C 2.11123 -8.27369 -5.66090 0.030 -0.057 -0.025
O -0.09715 -6.94570 -6.10013 -0.135 0.111 0.092
O 1.68935 -5.86942 -4.75972 -0.134 0.032 0.145
H 1.32936 -3.72552 -6.21902 -0.058 0.023 -0.029
H 1.48734 -2.97446 -7.80016 -0.032 -0.016 -0.090
H 2.88987 -3.74059 -7.03168 0.009 -0.013 -0.059
H 0.38815 -5.24207 -7.97679 0.001 -0.102 0.116
H 1.90373 -5.16239 -8.86061 0.097 -0.184 0.047
H 1.82985 -8.91591 -6.49032 -0.006 0.010 -0.012
H 1.78344 -8.70270 -4.71689 -0.034 0.033 0.012
H 3.18344 -8.09991 -5.64338 0.003 0.021 0.009
C 4.13235 4.50160 -7.88846 0.036 -0.011 0.217
C 4.10543 3.00374 -8.11518 -0.277 0.277 -0.314
O 4.90299 2.27770 -7.15266 0.097 -0.045 0.057
S 4.31995 2.10350 -5.68765 0.276 -0.137 -0.190
C 5.45474 0.88036 -5.13480 0.025 -0.066 -0.010
O 3.00627 1.53780 -5.78487 -0.059 0.113 0.067
O 4.52184 3.30645 -4.94501 -0.119 0.059 0.101
H 3.64180 4.77313 -6.95519 -0.020 -0.013 -0.007
H 3.61666 5.00688 -8.70509 0.016 -0.046 -0.051
H 5.15904 4.86327 -7.83942 0.007 0.004 -0.062
H 3.08668 2.61360 -8.10718 0.028 -0.058 0.115
H 4.54310 2.75859 -9.08024 0.115 -0.115 0.076
H 5.31259 -0.02368 -5.72008 -0.010 0.010 -0.015
H 5.23506 0.69549 -4.08570 -0.037 0.031 0.006
H 6.46350 1.26784 -5.24561 0.000 0.025 0.002
C 1.77813 3.82760 7.19463 0.233 -0.148 -0.031
C 2.15375 5.21651 6.72515 -0.524 -0.081 0.024
O 3.58390 5.41374 6.64105 0.109 0.011 0.043
S 4.34912 4.75164 5.41808 0.067 0.215 0.233
C 5.87043 5.61180 5.61835 0.040 0.054 0.014
O 3.71570 5.16080 4.20253 -0.068 -0.105 -0.121
O 4.55964 3.36254 5.68191 -0.005 -0.103 -0.112
H 2.05678 3.07219 6.46195 -0.044 0.011 -0.028
H 0.70189 3.76845 7.34859 -0.020 0.088 0.016
H 2.28567 3.58546 8.12874 -0.036 0.055 0.035
H 1.70060 5.44823 5.76000 0.122 -0.019 -0.059
H 1.80905 5.96398 7.43654 0.178 0.072 0.017
H 5.70223 6.67045 5.44373 -0.019 0.002 0.002
H 6.56157 5.20783 4.88234 -0.031 -0.030 -0.025
H 6.24253 5.43207 6.62304 -0.010 -0.020 0.007
```
Forces are in eV/Å.

No. 2
DFT (ωB97M-V/def2-TZVPD) results for 5 unconnected molecules or ions with the total composition C15H40O5.

Its structure (SMILES) is CC(C)O.CC(C)O.CC(C)O.CC(C)O.CC(C)O.

Geometry as XYZ:
```
60
Properties=species:S:1:pos:R:3:forces:R:3
C 25.13998 -14.29366 -38.15684 1.158 -0.916 -0.420
C 25.37777 -15.63939 -37.41374 -0.272 1.312 -0.564
C 26.83806 -15.86353 -37.13779 0.816 0.080 0.112
O 24.76094 -15.39985 -36.18745 -1.285 0.145 1.769
H 24.09832 -14.15781 -38.44770 0.118 0.220 0.344
H 25.77021 -14.22631 -39.04362 -0.219 -0.383 -0.407
H 25.58601 -13.50135 -37.55567 -0.673 0.128 0.406
H 24.83187 -16.45838 -37.88210 0.394 -0.166 -0.497
H 27.11022 -16.83153 -36.71709 -0.244 -0.388 -0.473
H 27.10723 -15.20243 -36.31402 0.005 0.453 -0.182
H 27.46751 -15.60878 -37.99044 0.083 -0.306 -0.011
H 24.84224 -16.16575 -35.61439 0.041 -0.170 -0.001
C 18.01603 -9.17099 -32.76720 1.419 0.036 -0.150
C 18.39503 -10.13625 -33.94000 -0.248 0.195 3.009
C 17.69807 -11.44879 -33.72760 -0.788 -0.302 -0.930
O 18.05145 -9.44739 -35.07589 -0.883 0.173 -2.150
H 17.01097 -8.75961 -32.86060 -0.041 -0.338 -0.407
H 18.71374 -8.34053 -32.87502 -0.055 0.380 0.369
H 18.10962 -9.55414 -31.75106 0.192 -0.296 -0.074
H 19.44776 -10.39622 -34.05077 0.396 0.328 0.782
H 17.60966 -11.88146 -34.72413 -0.107 -0.607 0.198
H 16.70928 -11.35056 -33.27956 -0.179 0.245 -0.231
H 18.23513 -12.11970 -33.05711 0.318 0.116 -0.249
H 18.70384 -8.75330 -35.19519 -0.088 0.080 -0.113
C 17.15961 -13.45467 -39.50669 -0.154 -0.588 -0.418
C 16.92710 -14.96917 -39.26420 -1.314 1.830 0.083
C 16.10380 -15.15343 -38.00808 1.690 -0.616 1.035
O 16.12799 -15.59585 -40.27562 0.649 0.364 -0.450
H 17.40622 -13.31028 -40.55856 0.294 0.221 0.075
H 17.94758 -13.10086 -38.84184 0.356 -0.209 -0.244
H 16.33439 -12.78546 -39.26326 -0.484 -0.443 -0.116
H 17.91509 -15.42936 -39.24999 0.013 -0.249 0.357
H 16.66163 -14.76977 -37.15383 -0.157 0.317 0.214
H 16.12479 -16.22927 -37.83424 -0.700 -0.226 0.258
H 15.09858 -14.73272 -38.03310 0.200 -0.094 -0.310
H 15.96149 -16.44581 -39.86158 -0.355 -0.298 -0.453
C 21.27163 -12.08659 -35.87534 0.135 -0.060 -0.423
C 20.25765 -13.08822 -36.45378 1.544 -0.224 0.454
C 20.91300 -14.23963 -37.18632 0.880 0.815 -1.846
O 19.63763 -13.74829 -35.39046 -2.214 0.915 0.449
H 21.91862 -12.59427 -35.15996 0.037 -0.060 -0.023
H 20.78285 -11.26601 -35.35014 -0.098 -0.048 -0.075
H 21.92744 -11.66746 -36.63845 -0.067 0.073 -0.142
H 19.55364 -12.53665 -37.07687 -0.341 -0.251 0.100
H 21.51093 -13.94653 -38.04926 -0.019 0.562 -0.374
H 20.13643 -14.86100 -37.63235 0.154 -0.526 0.612
H 21.69103 -14.71320 -36.58756 -0.634 -0.508 0.384
H 20.34103 -14.03105 -34.80150 0.207 -0.461 -0.005
C 22.07708 -15.31042 -31.73666 1.495 0.526 1.213
C 21.16207 -14.60946 -32.67521 -0.046 1.575 1.476
C 21.31660 -13.01967 -32.46975 -0.681 -1.654 -0.739
O 21.44677 -14.96731 -33.98199 0.407 -0.437 -0.990
H 22.39554 -16.29868 -32.06835 -0.375 -0.080 0.208
H 21.74200 -15.26630 -30.70038 -0.583 -0.631 -0.057
H 22.96681 -14.69570 -31.60033 0.597 -0.077 -0.501
H 20.17450 -15.01724 -32.45954 -0.403 0.664 -0.300
H 21.25782 -12.77206 -31.40988 -0.176 0.195 -0.169
H 20.59944 -12.50421 -33.10856 -0.466 0.053 0.517
H 22.25647 -12.66653 -32.89405 0.445 -0.401 0.325
H 22.38132 -14.80650 -34.13153 0.308 0.013 -0.255
```
Forces are in eV/Å.

No. 3
DFT (ωB97M-V/def2-TZVPD) results for a molecular structure, C29H44BrN3NiP2.

As for the spin multiplicity: 3. Its charge is +2.

Geometry as XYZ:
```
80
Properties=species:S:1:pos:R:3:forces:R:3
C -0.39737 -4.32077 -1.45858 0.438 0.067 -0.350
C 0.68556 -3.45891 -1.16991 0.214 -0.572 -0.104
C 1.80486 -3.45072 -2.03733 -0.609 -0.293 0.010
C 1.80744 -4.35702 -3.09911 -0.266 -0.153 -0.058
N 0.80141 -5.21603 -3.35444 -0.127 0.639 0.692
C -0.28577 -5.16667 -2.56094 0.301 0.020 -0.246
C 0.62439 -2.69072 0.02424 -1.872 3.051 0.874
C 0.23292 -1.85808 0.92139 2.055 -3.006 -0.613
C 0.50694 -1.91190 2.39184 0.002 0.845 0.325
C 0.19737 -0.77616 3.14994 0.052 0.127 -0.110
C 0.56713 -0.63915 4.48587 -0.076 -0.056 -0.632
C 1.28042 -1.67222 5.06987 0.397 -0.093 0.750
C 1.57429 -2.85520 4.38663 -0.424 0.360 -0.702
C 1.18585 -2.96035 3.04419 -0.087 0.333 -0.018
Ni -0.55748 0.34689 0.95010 0.890 -0.590 -2.830
P -1.13832 0.20167 -1.53538 -0.452 -0.115 -1.280
H 2.61803 -2.73999 -1.92624 -0.039 -0.231 0.220
H -1.31105 -4.30537 -0.87004 0.291 -0.079 0.070
H 2.66389 -4.40287 -3.77928 -0.335 0.005 0.226
H -1.10985 -5.83957 -2.81330 0.333 0.166 0.025
H 1.44567 -3.82439 2.44789 0.047 -0.170 0.198
H -0.32571 0.08920 2.66213 0.329 -0.534 1.342
H 2.10823 -3.66607 4.86810 -0.014 0.139 -0.034
H 0.34746 0.25664 5.04792 -0.012 0.034 -0.014
C -1.85456 1.79923 -2.16892 0.014 -0.233 0.530
C -1.93482 2.04702 -3.67232 -0.146 0.125 -0.283
H -1.23969 2.58776 -1.70531 -0.254 -0.120 -0.062
H -2.85484 1.87296 -1.71504 0.201 0.053 -0.061
H -2.40478 3.02555 -3.82573 0.096 -0.167 -0.041
H -0.95197 2.08981 -4.15722 -0.171 -0.096 0.183
H -2.55374 1.30990 -4.19678 0.223 0.161 0.176
C 0.18976 -0.19816 -2.78583 0.368 0.340 0.820
C -0.07981 -0.85298 -4.13950 -0.056 -0.088 -0.346
H 0.87506 -0.84125 -2.21814 0.117 0.188 -0.158
H 0.70304 0.75771 -2.95384 0.059 -0.215 0.084
H 0.87829 -0.89343 -4.67532 -0.194 -0.019 0.119
H -0.43263 -1.88941 -4.06889 -0.047 0.249 0.123
H -0.76435 -0.28736 -4.78347 0.127 -0.136 0.296
C -2.36781 -1.14861 -1.90591 0.151 0.207 0.711
C -3.28405 -1.05867 -3.12838 -0.156 -0.190 -0.198
H -2.98252 -1.23169 -0.99439 0.097 -0.120 -0.248
H -1.74613 -2.05940 -1.95859 -0.253 0.271 0.072
H -3.93101 -1.94732 -3.10444 0.082 0.276 -0.091
H -3.94141 -0.17833 -3.11033 0.251 -0.227 0.040
H -2.74367 -1.08647 -4.08639 -0.173 0.102 0.441
Br 1.94642 -1.37261 6.84412 -0.298 -0.311 -0.649
P 1.51967 1.68943 0.63041 -0.636 -0.543 0.335
C 1.84188 2.49588 -1.00300 -0.333 -0.203 -0.032
C 2.51138 3.86865 -1.00196 0.170 0.226 -0.121
H 0.85776 2.56064 -1.49960 0.407 0.033 0.145
H 2.44298 1.78704 -1.59980 -0.253 0.114 0.300
H 2.55516 4.22746 -2.03969 -0.010 -0.024 0.292
H 1.93990 4.60620 -0.42421 0.187 -0.176 -0.083
H 3.54631 3.83672 -0.63457 -0.358 -0.018 0.022
C 1.10147 2.94237 1.93501 0.120 -0.079 -0.089
C 2.23268 3.58136 2.73019 0.109 0.306 0.277
H 0.44807 2.39879 2.64214 0.180 0.184 -0.261
H 0.46217 3.71215 1.46824 0.204 -0.289 0.004
H 1.78368 4.23542 3.48887 0.193 -0.108 -0.126
H 2.81840 2.82516 3.26693 -0.033 0.163 -0.191
H 2.90339 4.20461 2.12488 -0.165 -0.271 0.064
C 3.03739 0.70168 1.01186 -0.183 -0.144 0.139
C 4.42287 1.29517 0.71933 0.143 0.026 0.100
H 2.89397 -0.21039 0.40345 0.029 0.254 0.226
H 2.97782 0.36624 2.06261 -0.118 0.177 -0.322
H 5.17788 0.58192 1.08331 -0.195 0.246 -0.158
H 4.59852 1.42816 -0.35838 -0.109 0.070 0.351
H 4.60083 2.24611 1.24302 -0.121 -0.277 -0.227
C -3.16984 -1.06237 2.69886 0.331 -0.778 0.335
C -3.24081 0.36866 2.38552 0.560 1.163 -0.629
N -2.33059 0.95596 1.58276 -1.371 0.485 0.218
C -2.76214 2.26686 1.35942 -0.309 -0.705 0.852
C -3.88264 2.49096 2.10094 0.652 -0.766 -0.275
N -4.17657 1.27666 2.73755 0.260 0.653 -0.329
H -2.61400 -1.25147 3.62375 -0.197 0.048 0.003
H -4.13425 -1.56365 2.76069 -0.062 0.188 0.040
H -2.59430 -1.53865 1.89817 -0.155 -0.041 0.106
H -2.22961 2.90214 0.67850 0.001 0.267 0.063
H -4.43958 3.39734 2.19922 -0.410 0.038 0.194
H -4.95094 1.15026 3.39067 0.397 -0.163 -0.423
```
Forces are in eV/Å.

No. 4
DFT (ωB97M-V/def2-TZVPD) results for C6H12N2 in the gas phase.

Its structure (SMILES) is [H]/N=C(\C=C)[C@H](C)NC.

Geometry as XYZ:
```
20
Properties=species:S:1:pos:R:3:forces:R:3
H -0.82466 -0.63218 -2.61342 -0.101 -0.113 0.285
N -1.23408 -0.87399 -1.70157 0.183 1.150 0.595
C -0.75751 -0.08844 -0.80668 1.515 -1.590 -0.213
C 0.45733 0.82727 -0.96281 -1.236 0.635 -3.090
C 1.32570 0.71875 -2.00420 -0.709 0.103 1.019
C -0.98889 -0.28811 0.67740 2.989 1.893 0.490
C -1.84028 0.79820 1.30113 -0.292 0.060 0.146
N 0.56758 -0.10584 1.12460 -2.654 -2.170 0.168
C 1.36850 -1.31134 0.96890 0.246 0.482 0.368
H 0.30188 1.81826 -0.53875 0.186 -0.082 0.092
H 1.52258 -0.23162 -2.49144 -0.284 0.085 -0.119
H 1.81459 1.59838 -2.41236 0.434 -0.214 0.458
H -1.33790 -1.29321 0.92104 0.308 0.143 0.070
H -1.84334 0.72498 2.39280 0.003 -0.048 -0.163
H -2.87207 0.71799 0.93917 0.149 -0.079 0.083
H -1.49847 1.80212 1.03252 0.111 -0.149 -0.010
H 1.05975 0.74539 1.38111 -0.899 -0.301 -0.043
H 1.86150 -1.54775 1.91533 0.097 -0.183 -0.078
H 2.13801 -1.19440 0.20234 0.153 0.069 -0.158
H 0.77980 -2.18447 0.67490 -0.200 0.309 0.101
```
Forces are in eV/Å.

No. 5
DFT (ωB97M-V/def2-TZVPD) results for C4H4N2 in the gas phase.

Its structure (SMILES) is c1ccnnc1.

Geometry as XYZ:
```
10
Properties=species:S:1:pos:R:3:forces:R:3
C -0.89170 -0.55400 0.40063 0.905 0.832 -1.053
C -0.53323 -0.04882 -0.98811 0.317 -0.305 1.561
C 0.68989 0.51151 -1.21458 1.083 0.184 2.807
N 1.65557 0.76405 0.02281 -2.568 -0.862 -1.352
N 1.29131 0.48575 1.19279 -2.610 -1.335 -0.789
C -0.08878 -0.25684 1.46260 2.373 1.267 -1.380
H -1.82381 -1.15214 0.35903 0.695 0.536 0.804
H -1.38424 -0.20432 -1.68116 1.170 0.246 -0.036
H 1.22208 0.89304 -2.11073 -0.988 -0.443 0.638
H -0.13709 -0.43824 2.55670 -0.377 -0.121 -1.200
```
Forces are in eV/Å.

Energy above the lowest of the compared OMol25 structures with the same formula, charge and spin
In order: 0.0 60.2 0.0 64.5 65.5
Unit: kcal per mole
Total energy
In order: -154129.285 -26439.121 -164905.219 -9394.052 -7189.850
Unit: eV
Largest force on an atom
In order: 2.1 3.0 3.7 3.6 3.0
Unit: eV Å⁻¹